Here is a molecular structure, C29H33InN8O10 from the OMol25 dataset. Energies are from ωB97M-V with the def2-TZVPD basis set.

As for the LUMO energy: -0.36 eV. The relative energy (zero: lowest compared OMol25 entry of this formula, charge and spin) comes out at 0.0 kcal/mol.

Element x y z (Å)
In  -0.2456  -0.1631  0.3839
C  -1.2495  2.4132  -1.4255
C  -2.4377  1.5063  -1.1335
N  -2.3226  0.9446  0.2107
C  -2.5838  1.8936  1.2860
C  -1.3333  2.3740  1.9957
C  -1.3727  3.3217  3.0084
C  -0.1821  3.6908  3.6112
C  1.0128  3.1151  3.1994
C  0.9690  2.1703  2.1902
C  2.1994  1.4183  1.7215
N  1.9929  0.6856  0.4712
C  2.3272  1.4275  -0.7501
C  1.2085  2.3820  -1.1438
N  -0.0252  1.6337  -1.3163
N  -0.1812  1.8398  1.6128
H  -1.2078  3.2260  -0.6936
H  -1.3632  2.8776  -2.4111
H  -2.4447  0.6704  -1.8375
H  -3.3747  2.0593  -1.2600
H  -2.8687  0.0677  0.2996
H  -3.2372  1.4353  2.0280
H  -3.1028  2.7731  0.8877
H  -2.3165  3.7495  3.3203
H  -0.1822  4.4240  4.4076
H  1.9546  3.3840  3.6593
H  2.4555  0.6984  2.4992
H  3.0346  2.1214  1.6261
H  2.5027  -0.1972  0.4857
H  2.4799  0.6904  -1.5426
H  3.2607  1.9867  -0.6254
H  1.5023  2.9242  -2.0500
H  1.0530  3.1302  -0.3621
H  0.0500  0.9746  -2.0906
C  0.9301  -4.4139  -0.6757
C  0.3233  -3.1364  -0.1918
N  0.9965  -2.0834  0.0775
O  2.3640  -2.1139  -0.2010
C  -1.1396  -3.0546  -0.0523
C  -2.0210  -4.2569  -0.1124
N  -1.6425  -1.8585  0.0342
O  -2.9114  -1.6676  0.0583
H  1.8920  -4.2390  -1.1459
H  0.2578  -4.9067  -1.3754
H  1.0799  -5.0871  0.1721
H  2.3699  -1.9523  -1.1943
H  -1.5475  -5.1205  0.3547
H  -2.2738  -4.5256  -1.1424
H  -2.9524  -4.0269  0.4011
O  -1.8222  -0.3261  2.7867
C  -0.7226  -0.7313  3.1845
O  0.3299  -0.7606  2.4582
C  -0.5562  -1.1582  4.6193
C  -1.6226  -1.0256  5.5007
C  -1.4906  -1.4009  6.8304
C  -0.2897  -1.9187  7.2903
C  0.7547  -2.0444  6.3919
C  0.6523  -1.6755  5.0654
N  2.0415  -2.5942  6.8782
O  2.9498  -2.6969  6.0778
O  2.1126  -2.9104  8.0499
H  -2.5559  -0.6317  5.1215
H  -2.3239  -1.2945  7.5119
H  -0.1527  -2.2224  8.3170
H  1.4864  -1.7867  4.3901
O  2.0677  -1.6158  -2.7297
C  0.8879  -1.3269  -3.0402
O  0.0144  -0.8453  -2.2696
C  0.4613  -1.6200  -4.4659
C  -0.8427  -1.3632  -4.8736
C  -1.2357  -1.6193  -6.1772
C  -0.2981  -2.1395  -7.0498
C  1.0037  -2.4153  -6.6744
C  1.3783  -2.1491  -5.3676
N  -0.7078  -2.4151  -8.4470
O  -1.8483  -2.1408  -8.7650
O  0.1206  -2.8992  -9.1925
H  -1.5473  -0.9715  -4.1529
H  -2.2409  -1.4280  -6.5204
H  1.6948  -2.8264  -7.3943
H  2.3862  -2.3432  -5.0283

Cartesian forces (eV/Å) of the 3 atoms listed first:
0.3228 0.3161 0.0206
0.0007 0.0300 0.0072
0.0179 -0.0450 0.0179


Here is 3 unconnected molecules or ions with the total composition C32H57F3N2O10P2S2 at a distorted geometry from the OMol25 dataset. Energies are from ωB97M-V with the def2-TZVPD basis set.

Its SMILES is CCSCc1nc2cc(O)c(CCC(F)(F)F)c(C[C@H](C)O)c2nc1CCCS.CCOP(=O)(OCC)OCC.CCOP(=O)(OCC)OCC. As for the LUMO energy: -0.21 eV.

Element x y z (Å)
C  4.5484  -2.7096  3.0240
C  5.0891  -2.1359  4.3580
S  6.4800  -1.0008  4.0818
C  5.8468  0.6564  4.5047
C  5.2867  1.3567  3.2659
N  4.8150  0.5981  2.3162
C  4.3351  1.2840  1.2423
C  3.8180  0.5564  0.1556
C  3.3077  1.1836  -0.9347
O  2.7913  0.4469  -1.9791
C  3.2732  2.6051  -1.0331
C  2.6846  3.2507  -2.2600
C  3.6952  3.7120  -3.3468
C  5.0713  3.1012  -3.2871
F  5.8238  3.5639  -2.2748
F  5.7400  3.4618  -4.4206
F  5.0641  1.7651  -3.2824
C  3.7743  3.3350  0.0178
C  3.7852  4.8478  -0.0234
C  2.5192  5.5426  0.5685
C  1.6096  4.6185  1.3517
O  1.7748  6.1289  -0.5187
C  4.3078  2.6830  1.1647
N  4.8053  3.4379  2.1819
C  5.3011  2.7919  3.2056
C  5.8590  3.6612  4.3106
C  6.7957  4.7666  3.7871
C  7.7351  4.3262  2.6725
S  9.0388  3.2359  3.3290
H  3.5744  -2.2666  2.8156
H  4.5191  -3.7966  3.0276
H  5.1982  -2.3762  2.2162
H  5.5155  -2.9700  4.9159
H  4.3073  -1.6957  4.9726
H  5.0495  0.5374  5.2384
H  6.7182  1.1678  4.8977
H  3.8070  -0.5259  0.2029
H  2.0861  -0.1127  -1.6336
H  2.1215  4.1373  -1.9718
H  1.9556  2.5747  -2.7005
H  3.7917  4.7951  -3.3967
H  3.2867  3.4134  -4.3131
H  3.8878  5.2117  -1.0419
H  4.6340  5.1824  0.5705
H  2.8281  6.3839  1.1891
H  0.7887  5.2074  1.7710
H  2.1395  4.1642  2.1877
H  1.1559  3.8623  0.7076
H  1.0136  5.5643  -0.6818
H  4.9822  4.1709  4.7250
H  6.2851  3.0905  5.1288
H  6.1676  5.5519  3.3651
H  7.3994  5.2047  4.5828
H  7.2333  3.8697  1.8243
H  8.2315  5.2178  2.2854
H  9.7123  2.9693  2.2024
C  0.3507  1.2765  2.1101
C  0.6020  0.0427  1.2669
O  -0.4223  -0.9417  1.4337
P  -1.8137  -0.7493  0.6507
O  -1.5555  -0.8394  -0.8004
O  -2.5181  -2.1656  1.0157
C  -3.1139  -2.9828  0.0053
C  -2.2014  -4.1355  -0.3525
O  -2.6043  0.0456  1.8083
C  -3.7835  0.8086  1.4525
C  -4.9687  -0.0849  1.1436
H  -0.5297  1.8217  1.7623
H  1.2087  1.9470  2.0646
H  0.1676  0.9974  3.1476
H  0.6979  0.3075  0.2088
H  1.5350  -0.4252  1.5786
H  -3.3706  -2.3924  -0.8743
H  -4.0480  -3.3719  0.4164
H  -1.2269  -3.7732  -0.6811
H  -2.6378  -4.7412  -1.1484
H  -2.0328  -4.7691  0.5192
H  -3.5583  1.4604  0.6051
H  -4.0040  1.4457  2.3070
H  -4.8210  -0.6297  0.2089
H  -5.8762  0.5108  1.0432
H  -5.1096  -0.8222  1.9328
C  -6.4028  -1.5391  -4.8083
C  -5.6604  -2.3553  -3.7645
O  -6.5658  -3.1140  -2.9564
P  -7.1645  -4.4978  -3.5489
O  -6.0475  -5.4684  -3.5950
O  -7.9538  -5.0127  -2.2041
C  -7.7969  -6.3415  -1.7100
C  -6.8558  -6.3630  -0.5239
O  -8.5556  -3.8552  -4.0909
C  -9.3393  -4.5841  -5.0669
C  -10.0417  -5.7810  -4.4560
H  -6.8801  -2.1863  -5.5470
H  -5.7179  -0.8718  -5.3327
H  -7.1900  -0.9479  -4.3413
H  -4.9284  -3.0201  -4.2317
H  -5.1173  -1.6897  -3.0941
H  -7.4518  -7.0158  -2.4941
H  -8.7886  -6.6820  -1.4021
H  -5.8859  -5.9419  -0.7899
H  -6.7079  -7.3825  -0.1640
H  -7.2589  -5.7592  0.2903
H  -8.7001  -4.8927  -5.8970
H  -10.0695  -3.8791  -5.4599
H  -9.3284  -6.5613  -4.1831
H  -10.7490  -6.2084  -5.1671
H  -10.5736  -5.4927  -3.5504

Cartesian forces (eV/Å) of the 3 atoms listed first:
0.0223 0.8077 0.1862
0.2365 -0.6891 -0.6845
0.1574 0.1633 0.7137


Here is a molecular structure, C20H13BrI3N3O8Pd from the OMol25 dataset. Energies are from ωB97M-V with the def2-TZVPD basis set.

As for the LUMO energy (spin up / spin down): -1.76 / -1.64 eV. The relative energy (zero: lowest compared OMol25 entry of this formula, charge and spin) comes out at 37.2 kcal/mol.

Element x y z (Å)
Pd  1.4932  1.6624  -0.8302
I  3.0033  4.3654  -0.1061
C  1.5097  4.9370  -1.4787
I  1.2302  3.4864  -3.0125
H  1.7729  5.8718  -1.9532
H  0.5719  4.9896  -0.9458
O  -0.6585  0.8196  -1.2510
C  -1.0352  1.6301  -0.3703
O  -0.2893  2.5765  0.0458
C  -2.3960  1.3808  0.2122
C  -2.9596  2.2889  1.0980
C  -4.1976  2.0029  1.6407
C  -4.8952  0.8463  1.3522
C  -4.2957  -0.0319  0.4699
C  -3.0646  0.2082  -0.1084
N  -5.0086  -1.2898  0.1318
O  -6.1083  -1.4628  0.6322
O  -4.4389  -2.0779  -0.6053
N  -4.8072  2.9743  2.5822
O  -4.2336  4.0409  2.7371
O  -5.8583  2.6538  3.1127
H  -2.4389  3.1970  1.3624
H  -5.8547  0.6389  1.7948
H  -2.6273  -0.5012  -0.7928
Br  4.2632  -4.1224  -2.2121
C  3.6630  -2.3537  -2.0284
C  2.5444  -1.9286  -2.7236
C  2.0982  -0.6411  -2.5088
N  2.7160  0.2060  -1.6785
C  3.8135  -0.2065  -1.0320
C  4.3251  -1.4794  -1.1854
H  2.0074  -2.5878  -3.3898
H  1.1960  -0.2766  -2.9803
H  4.2683  0.5022  -0.3540
H  5.2005  -1.7827  -0.6287
I  -0.1526  -5.6728  0.1379
C  0.6443  -3.8158  0.6417
C  1.6107  -3.7259  1.6373
C  2.1457  -2.4902  1.9583
C  1.7312  -1.3368  1.2922
C  0.7538  -1.4451  0.3115
C  0.2051  -2.6784  -0.0166
C  2.4169  -0.0403  1.6555
O  3.2671  -0.0393  2.5386
O  2.1878  1.0413  0.9547
H  1.9437  -4.6158  2.1557
H  2.9036  -2.3989  2.7227
H  0.3922  -0.5686  -0.2027
H  -0.5590  -2.7500  -0.7830

Cartesian forces (eV/Å) of the 3 atoms listed first:
0.1759 -0.1691 -0.1769
0.1656 0.2251 0.0937
0.0169 -0.0314 -0.0242


Here is a molecular structure, C24H50ClFGaO8S4 from the OMol25 dataset. Energies are from ωB97M-V with the def2-TZVPD basis set.

As for the LUMO energy: 1.73 eV. As for the net charge: -1.

Element x y z (Å)
C  2.1495  2.1630  2.6727
C  1.6444  1.2386  1.5645
C  2.4562  -0.0388  1.4109
Cl  4.2047  0.4258  1.0644
Ga  1.7492  -1.3174  -0.1089
C  -0.1157  -0.6731  -0.6461
C  -0.1881  0.2221  -1.8974
C  3.1103  -1.2809  -1.6335
C  2.5955  -1.7386  -2.9905
C  3.4033  -1.1471  -4.1530
F  2.7512  -3.1459  -3.0917
H  2.2034  1.6397  3.6296
H  3.1567  2.5144  2.4461
H  1.5225  3.0488  2.7947
H  1.6452  1.7905  0.6233
H  0.6347  0.9260  1.8335
H  2.4668  -0.5677  2.3623
H  1.6300  -2.7507  0.6191
H  -0.4884  -0.0855  0.1988
H  -0.7770  -1.5331  -0.7190
H  -0.3769  -0.4055  -2.7669
H  0.7229  0.7997  -2.0521
H  -1.0515  0.8931  -1.8443
H  3.5417  -0.2864  -1.7596
H  3.9370  -1.9472  -1.3794
H  1.5456  -1.4871  -3.1372
H  3.5194  -1.8678  -4.9637
H  2.9391  -0.2348  -4.5231
H  4.4050  -0.9175  -3.7915
C  -1.8826  -5.9629  -3.4964
C  -0.4401  -6.2980  -3.8948
C  0.3884  -5.0136  -3.7583
S  -0.4126  -4.0333  -2.4794
O  -0.9357  -2.8365  -3.0880
O  0.4236  -3.9950  -1.3105
C  -1.7776  -5.1631  -2.1999
H  -2.4863  -6.8611  -3.3672
H  -2.3426  -5.3599  -4.2718
H  -0.0429  -7.0631  -3.2229
H  -0.3883  -6.6936  -4.9095
H  1.4126  -5.2016  -3.4523
H  0.3811  -4.4258  -4.6739
H  -2.6731  -4.5922  -1.9641
H  -1.5043  -5.7984  -1.3574
C  2.6585  7.2988  2.1600
C  2.6426  7.3617  3.6939
C  1.1929  7.1406  4.1421
S  0.4197  6.1334  2.8705
O  -0.6142  6.9112  2.2340
O  0.1612  4.8204  3.4014
C  1.8396  6.0666  1.7847
H  3.6724  7.2345  1.7681
H  2.1929  8.1966  1.7465
H  3.2775  6.5703  4.0962
H  3.0265  8.3099  4.0673
H  1.1335  6.6142  5.0885
H  0.6449  8.0786  4.2063
H  1.4997  6.0609  0.7522
H  2.3784  5.1450  2.0070
C  -5.5170  -5.7186  -8.3905
C  -6.6344  -5.7537  -7.3389
C  -5.9715  -5.9810  -5.9741
S  -4.3170  -5.2837  -6.0982
O  -3.3693  -6.3641  -6.0103
O  -4.2235  -4.1095  -5.2757
C  -4.4353  -4.8071  -7.8200
H  -5.8764  -5.3550  -9.3522
H  -5.1161  -6.7236  -8.5385
H  -7.1633  -4.7987  -7.3374
H  -7.3657  -6.5321  -7.5522
H  -6.4994  -5.4795  -5.1673
H  -5.8648  -7.0399  -5.7474
H  -3.4638  -4.9299  -8.2923
H  -4.7392  -3.7611  -7.8497
C  0.4813  3.4570  7.8269
C  0.3823  3.3352  9.3535
C  1.2914  4.4123  9.9609
S  1.3542  5.7495  8.7586
O  2.7017  5.8607  8.2589
O  0.6543  6.8979  9.2791
C  0.3441  4.9444  7.5211
H  -0.2873  2.8760  7.3214
H  1.4535  3.0957  7.4866
H  -0.6498  3.5065  9.6659
H  0.6682  2.3428  9.6986
H  0.9029  4.8045  10.8972
H  2.3085  4.0523  10.1026
H  0.6971  5.2104  6.5294
H  -0.6819  5.2839  7.6596

Cartesian forces (eV/Å) of the 3 atoms listed first:
0.0856 0.3551 -0.0678
0.6526 -0.0336 0.6435
-0.4339 0.0699 -0.7319